This record from OMol25 describes an isolated molecule of C20H23N3O3S in a non-equilibrium geometry. The level of theory is wB97M-V/def2-TZVPD.

Values from the calculation:
SMILES string: C=CCNC(=O)c1onc(CSc2cc(C)cc(C)c2)c1C(=O)NCC=C
ΔE to the lowest compared entry with this formula, charge and spin, kJ/mol: 316.90
E_LUMO, eV: 0.460
Frontier orbital gap, eV: 9.456
M, g mol⁻¹: 385.5
HOMO level, eV: -8.996

Each line ends with the Löwdin charge.
CARTESIAN COORDINATES (ANGSTROEM)
C -4.335 -0.703 0.893  0.016
C -4.430 -1.983 0.588  -0.151
C -3.630 -2.708 -0.456  -0.173
N -2.567 -1.929 -1.045  0.090
C -1.283 -2.232 -0.819  -0.410
O -0.887 -3.192 -0.185  0.077
C -0.302 -1.282 -1.438  -0.082
O 0.871 -1.788 -1.824  0.067
N 1.684 -0.801 -2.227  0.143
C 1.046 0.333 -2.081  -0.318
C 1.745 1.609 -2.334  -0.334
S 2.236 2.366 -0.710  0.949
C 2.618 0.840 0.149  -0.526
C 1.669 0.273 0.982  -0.071
C 1.896 -0.984 1.524  -0.252
C 0.850 -1.661 2.352  -0.032
C 3.092 -1.629 1.234  0.008
C 4.060 -1.050 0.427  -0.262
C 5.330 -1.774 0.107  -0.044
C 3.812 0.201 -0.123  -0.073
C -0.267 0.093 -1.572  -0.008
C -1.355 1.057 -1.297  -0.417
O -2.529 0.780 -1.517  0.031
N -0.958 2.240 -0.811  0.076
C -1.895 3.274 -0.421  -0.171
C -1.951 3.406 1.071  -0.164
C -1.684 4.519 1.726  0.012
H -4.954 -0.262 1.656  0.053
H -3.653 -0.039 0.391  0.031
H -5.138 -2.620 1.101  0.096
H -3.166 -3.593 -0.007  0.121
H -4.309 -3.045 -1.250  0.127
H -2.804 -1.025 -1.454  0.107
H 2.651 1.427 -2.909  0.086
H 1.114 2.347 -2.826  0.085
H 0.748 0.798 1.192  0.108
H 0.135 -0.943 2.747  0.080
H 1.302 -2.206 3.177  0.082
H 0.310 -2.380 1.733  0.068
H 3.264 -2.615 1.641  0.124
H 5.213 -2.316 -0.832  0.088
H 5.576 -2.492 0.885  0.077
H 6.157 -1.076 -0.008  0.079
H 4.537 0.666 -0.774  0.115
H 0.021 2.397 -0.581  0.032
H -1.593 4.221 -0.878  0.124
H -2.875 2.977 -0.811  0.124
H -2.222 2.501 1.599  0.102
H -1.736 4.576 2.800  0.053
H -1.411 5.426 1.212  0.057

This record from OMol25 describes a structure of composition C20H23N3O4 in a non-equilibrium geometry. The level of theory is wB97M-V/def2-TZVPD.

Values from the calculation:
ΔE to the lowest compared entry with this formula, charge and spin, kJ/mol: 2435.88
E_LUMO, eV: -0.869
Frontier orbital gap, eV: 7.294
M, g mol⁻¹: 369.4
HOMO level, eV: -8.163

Each line ends with the Löwdin charge.
CARTESIAN COORDINATES (ANGSTROEM)
O 1.725 0.923 -1.857  0.046
C 0.566 0.519 -1.615  -0.520
N -0.192 -0.195 -2.591  0.142
H -0.962 -0.565 -2.480  -0.016
C 0.570 -0.249 -4.039  0.000
H -0.086 -0.212 -4.830  0.066
H 1.614 0.086 -4.123  0.109
C 0.845 -1.877 -4.225  -0.136
C 1.478 -2.143 -5.595  -0.388
C 0.796 -2.622 -6.531  -0.099
C 1.201 -2.995 -7.875  -0.006
C 2.563 -2.550 -8.168  0.022
C 3.516 -1.859 -6.995  0.033
C 2.818 -1.955 -5.705  -0.072
H 3.421 -1.399 -4.973  0.109
H 4.590 -1.915 -7.162  0.071
H 3.259 -2.617 -8.946  0.041
H 0.828 -3.265 -8.632  -0.033
H -0.415 -2.896 -6.337  0.178
H 0.073 -2.709 -4.020  0.128
H 1.605 -2.134 -3.448  0.108
C -0.083 0.393 -0.516  -0.090
C -1.142 -0.390 0.000  0.059
C -1.643 -0.283 1.230  -0.196
C -1.640 1.071 1.975  0.011
N -2.052 1.223 3.308  0.028
C -1.484 2.278 4.255  -0.069
H -2.647 2.238 4.908  0.229
C -0.321 1.581 5.047  -0.332
C -0.044 2.599 6.293  -0.111
H 0.840 2.552 6.452  0.013
C -0.960 2.131 7.309  -0.171
H -1.982 2.344 7.372  0.085
C -0.745 0.622 7.051  -0.174
H 0.123 0.120 7.495  0.103
H -1.867 -0.164 7.457  0.211
O -0.865 0.550 5.625  -0.134
H -0.383 2.054 8.454  0.192
H -0.396 3.606 5.991  0.137
H 0.403 1.331 4.330  0.133
H -1.255 3.070 3.915  -0.024
H -2.515 0.192 3.491  0.169
C -0.286 1.832 1.517  0.004
C 0.381 1.716 0.354  0.071
H 0.956 2.322 -0.085  0.027
H -0.048 2.775 2.352  0.157
N -2.590 -1.024 1.677  -0.398
O -2.761 -1.916 0.958  0.102
O -3.441 -0.926 2.614  0.028
H -1.366 -1.262 -0.683  0.158

This record from OMol25 describes an isolated molecule of C20H23N3O5. The level of theory is wB97M-V/def2-TZVPD.

Values from the calculation:
SMILES string: COc1ccc(CNC(=O)[C@H](NC(C)=O)C(=O)Nc2ccc(OC)cc2)cc1
ΔE to the lowest compared entry with this formula, charge and spin, kJ/mol: 23.60
E_LUMO, eV: 0.683
Frontier orbital gap, eV: 8.590
M, g mol⁻¹: 385.4
HOMO level, eV: -7.907

Each line ends with the Löwdin charge.
CARTESIAN COORDINATES (ANGSTROEM)
C -2.712 -5.564 1.123  -0.092
O -3.336 -4.563 1.889  -0.085
C -3.474 -3.320 1.348  -0.276
C -3.053 -2.952 0.075  -0.011
C -3.254 -1.658 -0.369  -0.021
C -3.870 -0.710 0.434  -0.218
C -4.039 0.701 -0.065  -0.116
N -2.753 1.366 -0.197  0.093
C -2.158 1.508 -1.384  -0.433
O -2.671 1.249 -2.460  0.054
C -0.746 2.128 -1.341  -0.097
N -0.284 2.114 -2.712  0.107
C 0.672 2.887 -3.255  -0.514
C 0.695 2.865 -4.762  0.013
O 1.474 3.521 -2.584  0.033
C 0.189 1.413 -0.325  -0.391
O -0.256 0.677 0.538  0.059
N 1.470 1.765 -0.485  0.148
C 2.590 1.337 0.241  -0.213
C 3.813 1.935 -0.066  -0.010
C 4.957 1.564 0.601  -0.001
C 4.913 0.582 1.593  -0.282
O 6.102 0.288 2.192  -0.089
C 6.121 -0.688 3.204  -0.094
C 3.695 -0.015 1.896  -0.015
C 2.543 0.360 1.225  -0.004
C -4.282 -1.081 1.708  -0.035
C -4.094 -2.370 2.160  -0.002
H -1.681 -5.295 0.872  0.095
H -3.269 -5.772 0.204  0.095
H -2.708 -6.455 1.750  0.092
H -2.569 -3.661 -0.579  0.103
H -2.926 -1.380 -1.360  0.117
H -4.656 1.281 0.628  0.122
H -4.500 0.708 -1.056  0.127
H -2.148 1.334 0.617  0.133
H -0.835 3.166 -0.983  0.176
H -0.981 1.677 -3.316  0.132
H -0.225 3.295 -5.152  0.088
H 1.542 3.443 -5.119  0.085
H 0.777 1.841 -5.120  0.088
H 1.667 2.494 -1.182  0.094
H 3.853 2.695 -0.833  0.116
H 5.907 2.020 0.372  0.118
H 5.801 -1.665 2.826  0.095
H 7.157 -0.752 3.533  0.092
H 5.489 -0.402 4.051  0.095
H 3.622 -0.777 2.656  0.103
H 1.605 -0.109 1.471  0.101
H -4.760 -0.356 2.351  0.111
H -4.415 -2.668 3.145  0.117

This record from OMol25 describes an isolated molecule of C20H23N3O7S2 in a non-equilibrium geometry. The level of theory is wB97M-V/def2-TZVPD.

Values from the calculation:
SMILES string: COC(=O)c1ccc(S(=O)(=O)NNC(=O)c2ccc(S(=O)(=O)N3CCCCC3)cc2)cc1
ΔE to the lowest compared entry with this formula, charge and spin, kJ/mol: 0.00
E_LUMO, eV: -0.349
Frontier orbital gap, eV: 9.435
M, g mol⁻¹: 481.6
HOMO level, eV: -9.784

Each line ends with the Löwdin charge.
CARTESIAN COORDINATES (ANGSTROEM)
C -4.175 -5.288 -0.140  -0.039
O -4.468 -3.898 -0.084  -0.037
C -3.602 -3.146 0.601  -0.458
O -2.624 -3.586 1.151  0.120
C -3.979 -1.704 0.606  -0.103
C -3.303 -0.858 1.482  0.004
C -3.584 0.495 1.486  -0.051
C -4.532 0.981 0.607  -0.278
S -4.750 2.752 0.465  0.675
O -6.070 3.071 0.029  -0.272
O -4.198 3.390 1.622  -0.284
N -3.684 3.189 -0.804  -0.081
N -2.363 2.927 -0.440  0.021
C -1.823 1.700 -0.713  -0.447
O -2.391 0.921 -1.457  0.085
C -0.502 1.436 -0.089  -0.124
C -0.174 0.107 0.180  0.010
C 1.033 -0.201 0.781  -0.033
C 1.910 0.820 1.097  -0.251
S 3.530 0.421 1.770  0.662
O 3.442 -0.823 2.471  -0.273
O 4.035 1.577 2.446  -0.277
N 4.471 0.176 0.428  -0.237
C 4.770 1.342 -0.369  -0.211
C 6.005 1.068 -1.224  -0.172
C 5.773 -0.168 -2.089  -0.204
C 5.415 -1.355 -1.198  -0.172
C 4.196 -1.012 -0.344  -0.210
C 1.606 2.140 0.819  -0.044
C 0.393 2.454 0.231  -0.003
C -5.225 0.155 -0.257  -0.039
C -4.953 -1.200 -0.253  0.019
H -3.225 -5.454 -0.652  0.100
H -4.106 -5.701 0.868  0.099
H -4.991 -5.749 -0.689  0.095
H -2.556 -1.277 2.140  0.128
H -3.084 1.179 2.154  0.121
H -3.896 2.692 -1.665  0.119
H -2.093 3.464 0.373  0.139
H -0.879 -0.667 -0.084  0.119
H 1.299 -1.217 1.025  0.120
H 4.946 2.162 0.326  0.117
H 3.917 1.597 -1.021  0.129
H 6.857 0.896 -0.565  0.120
H 6.217 1.939 -1.845  0.114
H 6.668 -0.392 -2.671  0.110
H 4.954 0.024 -2.787  0.114
H 6.253 -1.580 -0.538  0.120
H 5.199 -2.238 -1.800  0.114
H 3.978 -1.808 0.368  0.117
H 3.318 -0.860 -0.995  0.129
H 2.319 2.903 1.087  0.117
H 0.158 3.481 -0.002  0.118
H -5.961 0.587 -0.916  0.121
H -5.472 -1.868 -0.921  0.123